# 1
Molecular formula: C20H30N4O2S
Method: DFT, ωB97M-V/def2-TZVPD

The energy relative to the best compared isomer or geometry (same formula, charge and spin) is 2.3 kcal per mole. As for the SMILES: CC(=O)N[C@H](Cc1ccccc1)C(=O)N1CCN(C(=S)NCC(C)C)CC1. As for the orbital gap: 8.58 eV. The value obtained for the total energy is -1547.8612 a.u. Its net charge is 0. As for the spin multiplicity: 1.

```
57
Properties=species:S:1:pos:R:3:forces:R:3:mulliken_charge:R:1
C -3.466504 2.484001 1.609996 0.0 0.1 -0.2 -1.47
C -2.928581 1.641897 0.477462 0.0 0.2 0.4 0.80
O -2.648754 2.080717 -0.618275 -0.1 0.2 -0.3 -0.63
N -2.748976 0.336846 0.799124 0.2 -0.5 0.1 0.16
H -3.077576 0.001240 1.691623 0.0 0.1 0.0 0.31
C -2.513556 -0.682445 -0.206770 -0.1 -0.2 0.0 -0.29
H -2.393771 -0.162025 -1.160886 0.0 0.0 0.2 0.69
C -3.719919 -1.633518 -0.290215 0.2 0.2 0.0 -1.02
C -4.979482 -0.832151 -0.451088 0.0 -0.1 0.0 0.48
C -5.811843 -0.592171 0.634273 0.0 0.0 0.0 -0.30
C -6.933712 0.207509 0.500913 -0.1 0.1 0.1 -0.70
C -7.233539 0.782066 -0.721723 -0.1 0.1 0.0 -0.41
C -6.411429 0.545970 -1.810704 0.0 0.1 -0.1 -0.74
C -5.292532 -0.254916 -1.675373 0.0 0.0 0.1 -0.18
H -4.652353 -0.432706 -2.527208 0.1 0.0 -0.1 0.40
H -6.640780 0.991360 -2.767239 0.0 0.0 -0.1 0.39
H -8.105410 1.410671 -0.825893 -0.1 0.0 0.0 0.40
H -7.573133 0.383967 1.354126 -0.1 0.0 0.1 0.39
H -5.585589 -1.041873 1.591938 0.0 -0.1 0.1 0.40
H -3.571707 -2.303486 -1.138232 0.0 -0.1 0.1 0.40
H -3.752463 -2.239495 0.616936 0.0 0.0 -0.1 0.41
C -1.246316 -1.463789 0.162490 -0.1 0.2 -0.2 0.27
O -1.314765 -2.556894 0.697361 -0.2 -0.3 0.2 -0.72
N -0.061892 -0.884245 -0.125274 0.4 -0.2 -0.1 0.11
C 0.188576 0.462281 -0.593913 0.0 0.5 0.1 -0.40
H 0.846375 0.411771 -1.468746 0.0 0.1 0.0 0.23
C 0.900485 1.251819 0.510470 -0.3 0.3 -0.4 -1.29
N 2.123959 0.591726 0.920764 0.2 0.0 0.1 0.08
C 3.312177 0.965990 0.355828 0.0 0.1 0.3 0.66
N 4.433135 0.398621 0.848173 -0.3 -0.3 0.3 -0.03
H 4.362013 -0.237031 1.626817 -0.1 0.1 0.0 0.28
C 5.754984 0.588277 0.307731 0.4 -0.2 -0.1 -1.25
H 6.419346 0.937617 1.105462 0.0 0.0 -0.1 0.35
C 6.316677 -0.699805 -0.310914 -0.1 0.2 -0.1 0.89
C 7.741203 -0.450675 -0.796294 -0.2 -0.1 0.2 -1.62
H 7.746771 0.320861 -1.562305 0.0 0.1 -0.1 0.36
H 8.162127 -1.359268 -1.219592 0.1 -0.1 -0.1 0.40
H 8.377769 -0.126440 0.023869 0.1 0.1 0.1 0.40
C 5.429760 -1.170452 -1.459953 0.1 0.0 0.2 -1.03
H 4.423582 -1.389173 -1.108391 -0.1 0.0 0.0 0.01
H 5.363172 -0.398381 -2.222603 0.0 0.1 -0.1 0.31
H 5.836477 -2.072003 -1.911688 0.0 -0.1 -0.1 0.45
H 6.338146 -1.478570 0.462326 0.0 0.0 0.0 0.23
H 5.683894 1.366045 -0.455480 0.1 -0.1 0.2 0.33
S 3.387092 2.130214 -0.821409 0.0 0.5 -0.6 -0.47
C 1.853087 -0.753532 1.387202 0.0 -0.4 -0.1 -0.71
H 1.191057 -0.688376 2.257157 0.1 -0.1 0.0 0.30
C 1.156116 -1.555587 0.277896 0.1 -0.3 0.3 -1.10
H 1.821261 -1.634468 -0.589401 0.0 0.0 0.0 0.39
H 0.892393 -2.553473 0.632012 0.1 0.1 -0.1 0.48
H 2.762736 -1.273287 1.685283 -0.1 0.0 0.0 0.39
H 0.249117 1.329116 1.386898 0.0 -0.1 0.0 0.41
H 1.142177 2.251102 0.149244 -0.1 -0.1 0.1 0.45
H -0.724732 0.981420 -0.872451 0.0 -0.1 0.0 0.30
H -3.342741 3.535023 1.367189 0.0 0.0 0.0 0.39
H -4.528199 2.273353 1.728758 -0.1 0.0 0.0 0.31
H -2.955422 2.258770 2.542690 0.0 0.0 0.1 0.38
```
Forces are in eV/Å.

# 2
Molecular formula: C20H30N6O3
Method: DFT, ωB97M-V/def2-TZVPD

As for the SMILES: CN1CCCN(c2ncnc3ccccc23)CC1.CNC(=O)[C@H](CO)NC(C)=O. As for the orbital gap: 8.15 eV. The value obtained for the total energy is -1334.3735 a.u. Its net charge is 0. As for the spin multiplicity: 1.

```
59
Properties=species:S:1:pos:R:3:forces:R:3:mulliken_charge:R:1
O -1.674300 -6.554807 -0.777429 0.3 0.2 0.1 -0.61
O 1.774559 -5.807593 0.642141 -0.1 0.2 -0.4 -0.74
N 2.261829 5.094741 0.389127 -0.7 0.4 -0.2 -0.52
N 4.204053 3.786944 0.543067 1.0 2.5 0.0 -0.69
O 0.832285 -3.249918 1.061252 0.0 0.3 0.0 -0.51
C -1.609532 -5.813156 -1.744455 -1.3 -1.4 0.7 0.72
C 1.252955 -5.786714 -0.471799 -0.3 -0.3 0.8 0.40
C 3.581951 4.956308 0.429709 0.4 -2.0 0.0 -0.38
C 3.412571 0.262423 0.681578 1.0 1.2 0.1 -0.55
C 2.030793 0.285983 0.498420 -1.1 0.9 -0.3 -0.73
C 4.120446 1.466164 0.683804 -0.2 -2.1 0.1 -0.33
C 1.481753 4.018310 0.419503 -1.2 2.1 0.4 0.27
C 1.364625 1.506618 0.348485 0.3 -1.3 0.1 -0.33
C 3.457431 2.688403 0.555904 -0.2 -0.2 0.1 -0.01
C 2.061390 2.733663 0.443190 -0.7 -1.1 -0.1 0.60
N 1.408323 -6.796432 -1.338833 0.0 0.0 -0.8 -0.13
N 0.094955 4.294336 0.482175 0.7 -0.6 0.3 0.31
N -3.162472 4.073281 0.762824 -0.9 -0.5 -0.6 0.09
N -0.663470 -4.884772 -1.895263 1.5 0.8 -0.2 -0.21
C -2.628543 -5.925642 -2.852197 0.0 0.1 0.0 -1.28
C 2.170523 -8.009809 -1.052864 -0.1 0.4 0.4 -0.91
C -3.935845 3.972019 2.013692 0.9 0.3 -0.7 -0.89
C -0.807554 3.511265 1.364053 0.4 0.0 -0.8 -1.09
C -2.068495 3.093398 0.589778 -0.7 1.0 0.8 -0.93
C -0.438523 5.570129 -0.082317 0.3 0.1 0.6 -0.55
C -2.982460 5.421126 0.183530 0.2 -0.8 0.8 -0.82
C -1.693084 6.132642 0.613006 0.0 -0.4 -0.5 -0.60
C -0.202012 -3.810639 0.280944 0.5 -0.5 0.4 -0.78
C 0.391416 -4.580280 -0.908765 -0.5 0.0 -0.4 0.20
H 1.354574 -3.998033 1.394868 -0.1 0.0 -0.1 0.35
H 4.190107 5.855910 0.400602 -0.1 -0.1 0.0 0.42
H 3.932677 -0.684399 0.798913 -0.1 0.2 0.0 0.41
H 1.475328 -0.648105 0.462723 0.0 0.1 0.0 0.64
H 5.199370 1.472392 0.791823 -0.1 0.1 0.0 0.46
H 0.300018 1.474800 0.145475 0.1 0.1 0.1 0.46
H 0.912464 -6.741696 -2.213006 0.0 0.0 0.1 0.25
H -0.710061 -4.307479 -2.719033 0.1 0.0 0.1 0.25
H -2.131372 -6.202431 -3.779242 -0.1 0.1 -0.2 0.34
H -3.140466 -4.973131 -2.971080 -0.1 0.1 -0.2 0.35
H -3.353101 -6.694423 -2.585421 0.1 0.1 0.0 0.33
H 3.191722 -7.745832 -0.772101 -0.1 -0.1 0.0 0.29
H 1.706875 -8.542133 -0.219889 0.1 0.0 0.0 0.30
H 2.192740 -8.661439 -1.926796 -0.1 0.2 0.0 0.34
H -4.879081 4.520176 1.925983 0.2 0.0 -0.1 0.32
H -4.171618 2.926818 2.236731 0.1 0.1 -0.1 0.29
H -3.368359 4.386900 2.852536 -0.1 0.0 0.4 0.34
H -0.324851 2.628692 1.781839 0.4 0.2 -0.3 0.78
H -1.079558 4.098871 2.244647 -0.1 0.1 -0.1 0.31
H -2.399271 2.116334 0.955586 -0.2 0.2 0.0 0.28
H -1.829891 2.973013 -0.472197 0.0 0.1 0.1 0.47
H 0.305594 6.369043 -0.023833 0.2 -0.5 0.0 0.47
H -0.651987 5.416615 -1.144700 -0.1 0.0 0.0 0.16
H -2.994044 5.340870 -0.908837 0.1 0.0 0.0 0.29
H -3.835767 6.048096 0.463123 0.0 -0.3 0.0 0.41
H -1.787712 7.180387 0.313619 0.1 0.0 0.0 0.37
H -1.581727 6.128489 1.699994 0.0 0.0 0.0 0.24
H -0.803000 -4.484842 0.893345 -0.2 -0.1 -0.1 0.34
H -0.838134 -3.005470 -0.088857 0.1 0.0 0.0 0.37
H 1.082959 -3.895989 -1.399078 0.1 0.1 -0.1 0.37
```
Forces are in eV/Å.

# 3
Molecular formula: C20H31As2N2O3Rb
Method: DFT, ωB97M-V/def2-TZVPD

The energy relative to the best compared isomer or geometry (same formula, charge and spin) is 13.0 kcal per mole. As for the orbital gap: 5.80 eV. The value obtained for the total energy is -5611.4973 a.u. Its net charge is -2. As for the spin multiplicity: 1.

```
59
Properties=species:S:1:pos:R:3:forces:R:3:mulliken_charge:R:1
Rb 0.618591 -0.791427 0.212393 -1.0 -1.3 0.3 0.96
N -2.933966 0.759344 -2.458633 0.2 -0.2 -0.1 -0.77
C -1.732705 -0.023444 -2.796476 0.1 0.2 0.1 -0.55
C -0.380568 0.680070 -2.461337 -0.4 0.2 -0.5 0.36
O -0.460607 1.768284 -1.817357 -0.1 -0.1 0.0 -0.68
N 0.662889 0.066499 -2.943215 0.0 -0.3 0.0 -0.59
C 1.957789 0.686307 -2.672817 -0.2 0.1 0.1 0.00
C 2.513902 0.140792 -1.347262 1.1 0.3 -0.7 0.12
O 2.870333 -1.061116 -1.316527 0.1 -0.1 -0.1 -0.74
O 2.490283 0.901326 -0.342185 0.3 0.5 -0.1 -0.68
H -2.813149 1.653717 -2.919088 0.0 0.1 0.0 0.32
H -2.832812 1.009795 -1.481724 0.0 0.1 0.1 0.29
H -1.752918 -0.244091 -3.864037 0.1 -0.1 0.0 0.34
H -1.779003 -0.980148 -2.268109 0.0 0.0 0.0 0.15
H 1.876671 1.777429 -2.594103 0.0 0.0 0.0 0.15
H 2.637158 0.421080 -3.488870 0.1 0.0 0.1 0.32
C -1.978562 -0.802546 4.506428 0.1 0.0 0.0 -1.35
As -1.295127 -0.089719 2.786804 -0.4 0.5 0.7 0.93
C -2.926676 -0.178953 1.696482 -0.1 0.0 -0.2 -0.53
C -1.732975 1.860434 3.233439 0.1 -0.1 0.0 -0.46
C -2.613691 2.255629 4.239583 -0.1 0.0 0.1 -0.07
C -2.856269 3.594290 4.525884 0.0 0.0 0.0 -0.66
C -2.210749 4.572925 3.785520 0.0 0.0 0.0 -0.68
C -1.348064 4.194761 2.764955 0.1 0.1 0.0 -0.33
C -1.094787 2.855583 2.476356 -0.1 0.0 0.0 -0.34
As 0.112154 2.289083 0.988720 -0.1 0.7 0.6 1.02
C 0.160283 3.997688 0.027254 0.1 0.0 -0.2 -1.47
C 1.740435 2.609936 2.050067 0.2 0.0 0.0 -1.19
H -3.062306 -0.931561 4.482133 0.0 0.0 0.0 0.31
H -1.715045 -0.134295 5.328074 0.0 0.0 -0.1 0.44
H -1.518707 -1.774459 4.666129 0.0 0.0 -0.1 0.32
H -3.756667 0.311307 2.206430 0.0 0.0 0.0 0.41
H -3.173289 -1.215166 1.479778 0.1 0.0 0.0 0.33
H -2.731661 0.356593 0.764243 0.0 0.0 0.0 -0.20
H -3.148946 1.506249 4.815168 0.1 0.0 0.0 0.30
H -3.542758 3.869795 5.320619 0.0 0.0 0.0 0.36
H -2.377180 5.625247 3.993615 0.0 0.0 0.0 0.36
H -0.860112 4.971089 2.184338 0.0 0.0 0.0 0.22
H 0.663373 4.791888 0.583249 0.0 -0.1 0.1 0.43
H -0.851168 4.307690 -0.235062 0.0 0.0 0.0 0.41
H 0.698098 3.791785 -0.896357 0.0 0.0 0.0 0.30
H 1.686196 3.560600 2.584959 -0.1 0.0 0.0 0.45
H 2.582173 2.601400 1.359053 0.0 -0.1 0.0 0.40
H 1.868611 1.798993 2.768434 0.0 0.0 0.0 0.25
C -0.258498 -5.740217 3.589732 0.0 0.0 0.0 -1.69
C 0.255963 -4.972268 2.362588 0.0 0.0 0.0 2.18
C -0.006956 -5.813247 1.105509 0.0 0.0 0.0 -1.54
C 1.770745 -4.755405 2.507923 0.0 0.0 0.0 -1.56
C -0.430257 -3.669268 2.265807 0.1 -0.3 0.0 -0.89
C -1.035827 -2.603091 2.224582 -0.1 -0.2 -0.1 -0.74
H 0.279689 -6.688360 3.705326 0.0 0.0 0.0 0.37
H -1.323047 -5.958082 3.484905 0.0 0.0 0.0 0.39
H -0.121001 -5.146383 4.494567 0.0 0.0 0.0 0.36
H 0.500722 -6.781816 1.175764 0.0 0.0 0.0 0.36
H 0.352905 -5.287114 0.221041 0.0 0.0 0.0 0.33
H -1.077214 -5.990479 0.985717 0.0 0.0 0.0 0.38
H 2.291515 -5.707778 2.659461 0.0 0.0 0.0 0.36
H 1.978997 -4.104524 3.358208 0.0 0.0 0.0 0.35
H 2.169089 -4.277184 1.612017 0.0 0.0 0.0 0.38
```
Forces are in eV/Å.

# 4
Molecular formula: C20H31BN13Pt
Method: DFT, ωB97M-V/def2-TZVPD

The energy relative to the best compared isomer or geometry (same formula, charge and spin) is 0.0 kcal per mole. As for the orbital gap (spin up / spin down): 8.15 / 3.95 eV. The value obtained for the total energy is -1636.2377 a.u. Its net charge is +2. As for the expectation value of S²: 3.7589. As for the spin multiplicity: 4.

```
66
Properties=species:S:1:pos:R:3:forces:R:3:mulliken_charge:R:1
Pt -0.618321 1.292365 0.574379 -0.4 -0.7 0.2 2.01
C -0.905821 2.004965 3.986979 0.0 0.0 -0.1 -1.31
C -0.243221 0.708065 3.711379 0.2 0.1 0.5 0.66
C 0.326279 -0.235735 4.567979 -0.2 0.2 -0.2 -1.43
C 0.781179 -1.243935 3.746679 -0.1 0.2 -0.2 0.06
N 0.491779 -0.920935 2.472379 0.1 -0.2 0.3 1.25
N -0.129221 0.268565 2.463479 -0.3 0.5 -0.8 -0.66
B 0.849379 -1.638235 1.153579 0.3 -0.8 0.1 -0.54
N 1.808279 -0.708435 0.390379 0.1 -0.5 -0.2 1.19
C 3.029979 -0.879035 -0.142921 0.1 0.2 -0.2 0.12
C 3.491079 0.342665 -0.587821 -0.4 0.2 0.2 -1.51
C 2.476179 1.256565 -0.285121 0.4 -0.1 -0.2 0.66
C 2.407079 2.725465 -0.489621 -0.1 0.0 0.1 -1.19
N 1.486479 0.591865 0.300879 -0.7 0.8 0.0 -0.85
N -0.472721 -1.801735 0.354479 0.2 -0.3 0.0 1.25
C -1.036321 -2.905835 -0.167321 -0.2 0.2 -0.1 0.05
C -2.301021 -2.586335 -0.616721 0.1 0.3 0.1 -1.49
C -2.461121 -1.224435 -0.327921 0.0 -0.3 -0.2 0.41
C -3.613121 -0.311435 -0.530921 0.0 0.0 0.0 -1.03
N -1.344821 -0.792435 0.248279 0.0 1.1 0.0 -0.80
N 1.419379 -3.002335 1.456979 -1.5 0.1 0.5 0.79
C 0.776579 -4.008935 2.129979 0.0 0.1 0.0 -0.50
C 1.642279 -5.059035 2.241379 0.5 0.3 -0.3 -1.38
C 2.833979 -4.615135 1.601379 -1.4 0.9 0.1 0.67
C 4.108879 -5.319335 1.427179 0.7 0.1 -0.3 -1.26
N 2.644579 -3.375435 1.145179 1.9 -0.8 -0.3 -1.26
H -0.774821 2.295265 5.024579 0.0 0.1 0.0 0.40
H -1.973921 1.925665 3.781479 -0.1 0.1 0.1 0.25
H -0.478421 2.776665 3.341179 0.0 0.1 0.1 0.27
H 0.401479 -0.182235 5.632879 0.0 0.0 0.3 0.48
H 1.280279 -2.156135 4.002579 0.1 -0.2 -0.1 0.54
H 3.489079 -1.847235 -0.157321 0.0 -0.1 0.1 0.65
H 4.433479 0.555165 -1.041821 0.3 0.0 -0.1 0.52
H 2.676179 2.987965 -1.510921 -0.1 0.1 0.0 0.35
H 3.110679 3.224765 0.173279 0.0 0.1 0.0 0.36
H 1.398879 3.088765 -0.265121 0.2 0.1 -0.1 0.04
H -0.515921 -3.841635 -0.192721 0.2 -0.2 0.1 0.60
H -3.015721 -3.239435 -1.073521 -0.1 -0.1 -0.1 0.50
H -3.998621 -0.399035 -1.543521 -0.1 0.1 -0.1 0.36
H -3.296521 0.715165 -0.338621 -0.2 0.0 -0.1 0.04
H -4.420221 -0.557035 0.156379 -0.1 0.0 0.0 0.32
H -0.229421 -3.890435 2.479979 -0.3 0.0 0.1 0.69
H 1.478779 -6.011735 2.702579 -0.1 -0.1 0.1 0.45
H 4.071679 -6.314535 1.858879 0.1 0.0 0.0 0.37
H 4.912179 -4.745035 1.892079 0.0 -0.2 0.1 0.30
H 4.360479 -5.382935 0.367179 0.0 -0.2 0.0 0.31
C -1.839321 2.568765 -4.909321 -0.4 0.3 -0.1 -1.02
N -0.967421 1.981865 -3.908921 0.0 0.1 0.3 0.10
C 0.005179 0.999465 -4.358821 0.3 -0.2 0.1 -1.04
C -1.112021 2.175565 -2.584721 0.2 -0.2 -0.1 0.46
N -0.454821 1.513865 -1.692521 0.3 -0.3 0.8 -0.63
N -2.000521 3.163565 -2.185021 -0.2 0.3 -0.3 -0.03
C -2.319021 3.606365 -0.926121 -0.2 0.3 -0.4 0.64
N -3.092721 4.707665 -0.907221 0.1 -0.1 0.1 -0.38
N -1.939221 3.015865 0.165179 0.8 -1.0 0.5 -0.44
H -1.473821 2.291765 -5.893321 0.0 0.1 0.0 0.29
H -1.829421 3.659965 -4.865321 0.0 0.0 -0.1 0.41
H -2.864521 2.200765 -4.828321 0.0 0.0 0.0 0.38
H 0.160379 1.110565 -5.426721 0.0 0.0 0.0 0.30
H -0.329021 -0.023735 -4.166321 0.0 0.0 0.0 0.37
H 0.965479 1.171165 -3.869021 0.0 0.0 -0.1 0.39
H 0.160479 0.795865 -2.048621 -0.1 0.0 0.0 -0.13
H -2.422921 3.687265 -2.937821 0.0 -0.1 0.1 0.13
H -3.322721 5.223865 -1.739921 0.0 0.0 0.0 0.17
H -3.396221 5.109865 -0.034221 0.0 -0.1 -0.1 0.21
H -2.285021 3.475865 1.003079 0.1 -0.1 -0.1 0.15
```
Forces are in eV/Å.